21
Properties=species:S:1:pos:R:3:forces:R:3:mulliken_charge:R:1 method="wB97M-V/def2-TZVPD" e_tot_ev=-17737.5624 charge=-1 multiplicity=1 mol_weight_g_mol=120.2
C -0.557250 -3.021706 1.500300 0.00 0.21 0.79 -1.04
C 0.783639 -2.480480 1.002245 -0.03 -0.37 -0.51 -0.29
C 1.135135 -1.081115 1.540622 0.25 0.31 0.02 -0.69
S -0.046222 0.208501 1.003396 -0.14 -0.19 0.66 -0.61
H -0.475014 -3.294081 2.566377 -0.11 -0.09 -0.23 0.27
H -0.908066 -3.892624 0.932103 0.14 0.10 0.11 0.31
H -1.311988 -2.224825 1.444120 0.20 -0.17 -0.15 0.28
H 1.603663 -3.208081 1.219886 -0.43 0.35 -0.06 0.28
H 0.658085 -2.453217 -0.100945 0.49 0.34 0.44 0.19
H 2.138262 -0.777778 1.169719 -0.40 -0.37 0.19 0.24
H 1.203767 -1.069116 2.655117 -0.06 -0.31 -0.61 0.24
C 0.326608 1.069313 -2.158568 -0.09 0.63 -0.38 -0.39
N -0.173808 2.457498 -2.323875 -0.07 -0.29 -0.76 -0.45
C -1.246472 2.721061 -1.356410 0.74 0.04 -0.08 -0.70
H 0.484984 0.896553 -1.077616 0.04 -0.08 -0.60 -0.15
H -0.416043 0.323027 -2.509366 0.33 0.09 0.12 0.24
H 1.280697 0.951036 -2.704374 -0.40 -0.02 0.11 0.28
H -0.508672 2.606785 -3.300491 0.25 -0.20 1.17 0.21
H -2.099574 2.039792 -1.476963 -0.21 0.26 0.00 0.26
H -1.508649 3.784840 -1.419017 -0.34 -0.28 -0.02 0.31
H -0.835214 2.536742 -0.354903 -0.13 0.04 -0.20 0.22